Formula: C20H24Cl2N2O2
Source: the OMol25 dataset
Level of theory: ωB97M-V/def2-TZVPD

```
50
Properties=species:S:1:pos:R:3:forces:R:3:lowdin_charge:R:1
C 2.099429 -2.038288 2.867751 0.629 0.187 -2.480 -0.08
N 2.233738 -1.450252 1.467474 1.379 0.037 0.824 -0.10
C 1.356214 -0.823451 0.488656 0.318 -1.497 1.970 -0.19
C 2.062355 0.066210 -0.513760 0.655 0.375 0.560 -0.18
C 3.325990 -0.694294 -1.038064 -3.155 0.078 -0.734 -0.19
C 4.600305 -0.342641 -0.680372 -0.168 -1.190 -0.340 -0.03
C 5.636148 -1.198071 -1.046171 0.508 0.314 0.561 -0.08
C 5.454881 -2.333031 -1.816821 0.684 0.691 -1.010 -0.62
Cl 6.826277 -3.382665 -2.333915 -1.160 1.134 0.744 0.60
C 4.200206 -2.466271 -2.386118 -1.162 -1.534 1.471 -0.66
Cl 3.939685 -3.847142 -3.371313 -0.415 -0.193 -0.666 0.68
C 3.076968 -1.798046 -1.839936 2.206 0.309 -1.639 -0.03
C 1.024393 0.649488 -1.495555 -0.106 0.584 -2.214 -0.27
O 0.350616 -0.371382 -2.232563 0.486 -0.058 -0.845 -0.05
C -0.120146 1.550363 -0.944516 1.288 0.886 0.195 -0.16
C 0.059868 2.958625 -0.897549 0.557 0.708 -0.142 -0.04
C -0.879775 3.817057 -0.292206 -1.466 -3.193 -0.323 -0.05
C -2.092236 3.192170 0.210218 2.517 -0.114 -0.450 0.00
C -2.236556 1.788818 0.203728 -0.516 -0.430 -0.812 -0.21
N -3.422134 1.120025 0.679562 0.186 1.404 -0.017 -0.14
C -3.678618 0.844665 2.101619 -0.448 -1.938 -1.577 -0.12
C -4.529438 -0.475711 2.078513 1.183 -0.124 -0.986 -0.17
O -5.758662 -0.388215 1.307200 -0.401 0.718 0.296 -0.16
C -5.801222 0.468588 0.124601 0.083 0.922 -0.326 -0.16
C -4.376614 0.787167 -0.379387 0.054 -0.695 -0.315 -0.17
C -1.293559 0.970734 -0.490816 0.579 1.579 1.128 0.04
H 1.293807 -1.518781 3.349297 -0.512 -0.051 0.440 0.05
H 3.050006 -1.812558 3.420007 -0.892 -0.311 -0.516 0.08
H 1.937255 -3.150910 2.791155 -0.012 1.075 0.450 0.08
H 3.094537 -1.679666 1.030379 0.676 -0.492 0.102 0.06
H 0.584811 -0.452644 1.123579 -0.904 1.329 -0.174 0.12
H 0.888716 -1.580659 -0.108459 -0.622 -0.955 -0.521 0.10
H 2.516153 0.909302 -0.045235 0.000 0.925 0.837 0.13
H 4.679847 0.517876 -0.064497 0.730 0.572 0.439 0.11
H 6.610560 -0.978223 -0.688031 0.813 0.112 0.226 0.10
H 2.126241 -1.974556 -2.303267 -0.357 -0.205 0.224 0.11
H 1.601315 1.242252 -2.309880 -0.897 -0.797 1.356 0.18
H 0.130481 -1.110598 -1.671964 -0.071 -0.220 0.326 0.06
H 0.966404 3.406988 -1.409659 -1.034 -0.639 0.841 0.12
H -0.808749 4.880981 -0.287761 0.258 0.482 -0.025 0.08
H -2.812395 3.868683 0.611185 -0.707 -0.059 0.406 0.09
H -4.172245 1.635344 2.678107 0.025 0.021 -0.131 0.11
H -2.731715 0.541213 2.574357 -0.185 0.419 0.004 0.12
H -4.570818 -0.874052 3.110935 -1.440 0.554 -0.348 0.12
H -3.956605 -1.316856 1.602129 0.084 1.004 0.031 0.12
H -6.398218 -0.022804 -0.719704 0.929 0.148 1.383 0.13
H -6.360600 1.481975 0.244657 0.847 -1.654 0.693 0.13
H -4.405067 1.550084 -1.178848 -0.196 0.250 0.659 0.13
H -3.980135 -0.064170 -0.950343 -0.162 -0.386 0.196 0.11
H -1.341700 -0.102670 -0.568400 -0.683 -0.081 0.229 0.12
```
Forces are in eV/Å.

As for the SMILES: CNC[C@@H](c1ccc(Cl)c(Cl)c1)[C@@H](O)c1cccc(N2CCOCC2)c1. For the relative energy (zero: lowest compared OMol25 entry of this formula, charge and spin), the calculation gives 3.456 eV. The calculated total energy comes out at -53245.666 eV. Its net charge is 0.